Molecular formula: C32H85KN7O13S
Method: DFT, ωB97M-V/def2-TZVPD

Summary:
Total charge ... -1
Strongest force on any atom ... 0.0801 hartree/bohr
Kohn-Sham gap ... 0.2727 hartree

XYZ file:
```
139
Properties=species:S:1:pos:R:3:forces:R:3
K 10.78870 11.96511 15.24286 -0.24 -0.21 -0.23
S 8.71191 13.02435 13.11641 0.46 -1.54 3.79
O 8.27293 11.61393 13.32891 -0.30 0.56 -0.04
O 10.11105 12.94850 12.65212 0.92 0.41 -0.83
O 7.84831 13.75497 12.24883 -1.10 1.19 -1.35
O 8.77063 13.69394 14.51120 0.18 -0.52 -1.17
C 14.19467 12.21207 9.27708 -0.49 0.73 0.04
C 13.21958 12.11116 10.48784 -0.64 0.43 -2.68
C 13.86856 12.34071 11.77852 -0.09 0.60 2.12
O 14.48504 13.59746 11.99808 0.45 0.53 -0.64
C 15.42534 13.55398 13.04924 1.24 0.32 -0.94
N 12.03115 12.93274 10.22073 1.36 3.41 -0.50
H 14.47662 13.24777 8.97107 0.06 -0.57 0.87
H 13.83318 11.81368 8.34060 -0.83 -0.37 -0.07
H 15.03758 11.59496 9.50106 1.04 -0.04 0.20
H 12.85547 11.08214 10.49765 0.12 -0.26 0.25
H 14.64246 11.65018 11.99566 0.66 -1.45 -0.07
H 13.09267 12.22521 12.53825 -0.14 -0.25 0.30
H 16.20571 12.74725 12.97158 -0.62 0.34 -0.49
H 14.94410 13.35282 13.98209 -0.43 0.33 0.86
H 15.99882 14.51561 13.01026 -0.75 -0.68 0.38
H 11.39766 13.02146 11.04032 0.50 -0.03 -0.44
H 12.44401 13.96938 9.99562 -1.62 -3.08 0.90
C 9.78211 7.85639 19.55612 -0.88 1.41 0.79
C 10.03454 9.37667 19.39419 -1.31 -1.96 0.71
C 11.41814 9.71805 19.75845 1.47 1.28 -1.10
O 11.68889 9.58462 21.14467 -1.04 -0.20 -0.31
C 12.68247 10.46774 21.49742 1.42 0.62 0.10
N 9.82202 9.68914 18.01388 0.04 -0.33 -0.74
H 9.97400 7.54669 20.58793 0.15 -0.07 -0.18
H 10.41575 7.32867 18.85048 -0.27 -0.29 -0.15
H 8.68926 7.79188 19.40223 0.53 -0.79 -0.32
H 9.33388 9.90053 20.07744 0.27 -0.04 -0.10
H 11.52209 10.80375 19.39204 0.44 -1.22 0.71
H 12.12713 9.05805 19.15256 -0.58 0.79 0.65
H 13.56202 10.27648 20.87235 0.12 0.45 -0.11
H 13.03101 10.40019 22.50836 -0.13 -1.01 0.85
H 12.39250 11.51295 21.48964 -0.32 0.40 -0.84
H 8.96127 9.28968 17.61846 0.43 0.30 0.31
H 9.74531 10.68134 17.90617 -0.24 0.71 -0.36
C 7.08576 10.02214 9.58548 0.19 0.95 0.58
C 8.24113 10.96001 9.86434 0.51 0.72 0.31
C 9.48226 10.74462 8.93822 -1.86 -2.08 2.32
O 9.92255 9.34843 9.23218 0.75 2.57 -2.11
C 11.09784 9.11481 8.43389 -0.33 -2.55 1.69
N 7.73915 12.31485 9.56453 0.24 -0.78 -0.02
H 7.39270 9.11513 9.99347 0.08 -2.04 0.62
H 6.83307 9.87814 8.54383 -0.08 0.31 -0.31
H 6.24668 10.40957 10.17943 -0.06 -0.27 -0.37
H 8.54786 10.81988 10.98902 -0.39 0.36 -1.97
H 10.27448 11.39829 9.23660 0.57 0.65 -0.11
H 9.14311 10.87624 7.91143 0.31 -0.18 -0.25
H 11.15691 8.01632 8.61669 0.83 0.55 -0.45
H 12.03830 9.59485 8.75898 -0.55 0.16 0.27
H 11.01993 9.23835 7.36803 -0.61 0.47 -0.54
H 8.56077 12.89606 9.54506 -0.15 0.82 0.44
H 7.10909 12.59170 10.31929 0.62 0.33 -0.16
C 4.58503 17.27069 14.05963 1.50 1.28 -1.05
C 5.97821 16.71878 13.76221 -0.77 -1.30 1.08
C 6.13105 15.43742 14.61278 2.21 -0.81 1.34
O 5.92560 15.55481 16.04830 0.07 1.55 0.29
C 6.94257 16.32661 16.67209 0.99 -2.08 1.04
N 6.22544 16.40537 12.38050 -0.72 1.59 -0.57
H 4.38329 18.02147 13.28545 -0.28 0.21 0.44
H 4.66648 17.67951 15.04602 -0.30 0.68 0.51
H 3.79011 16.57787 14.09515 -0.70 -1.21 -0.26
H 6.72745 17.47782 14.06779 -0.35 -0.39 -0.03
H 7.19262 15.04058 14.56121 -1.23 0.21 -0.65
H 5.42516 14.62496 14.42400 0.05 0.31 -0.94
H 7.27026 17.18421 16.12512 -0.07 0.71 -0.54
H 7.89814 15.66829 16.79626 -1.39 1.04 -0.19
H 6.60703 16.64609 17.68428 0.10 -0.29 -0.66
H 6.89519 15.70969 12.25773 1.88 -1.40 0.12
H 5.45874 16.03179 11.86706 -1.11 -0.02 0.02
C 12.83589 16.36644 15.17895 -0.46 1.73 -1.10
C 11.68470 15.67371 14.44528 0.14 -0.63 0.16
C 11.10861 16.55037 13.31904 0.29 0.25 -0.83
O 12.07424 17.02357 12.33575 0.18 -1.01 1.24
C 11.55106 18.01715 11.51157 0.77 -0.61 -1.25
N 12.14087 14.32507 14.03547 -0.47 1.15 2.38
H 12.54027 17.29270 15.71574 0.05 -0.40 -0.47
H 13.63862 16.60927 14.47198 -0.36 0.36 -0.27
H 13.36904 15.78213 15.85644 0.29 -1.52 1.47
H 10.80479 15.48576 15.11703 0.66 0.33 -0.43
H 10.79693 17.45948 13.78738 -0.73 0.69 0.65
H 10.22813 16.11015 12.79895 0.58 -0.15 0.40
H 12.38356 18.66656 11.17540 -0.43 -0.39 0.03
H 10.81519 18.61762 11.97683 -0.80 0.82 0.89
H 11.04421 17.54866 10.65513 0.18 0.21 -0.15
H 12.89090 14.39937 13.42049 1.76 0.34 -1.34
H 11.40072 13.97917 13.49842 -1.58 -1.17 -1.20
C 6.98305 8.97891 15.06577 1.34 2.42 0.01
O 7.38074 9.83044 16.22259 -1.00 -0.22 -1.42
C 6.72241 11.13254 16.20679 0.53 -0.96 -1.63
C 7.12139 11.88554 17.41808 0.03 -1.00 1.21
N 8.44842 12.45585 17.30652 0.47 1.48 -0.31
C 8.72163 13.43126 18.37930 0.36 0.47 -0.88
C 10.03530 14.22214 18.25352 0.48 -0.80 1.05
O 11.21818 13.50362 18.72934 -1.60 0.09 0.67
C 12.39841 14.11046 18.34531 0.85 1.46 -1.66
H 6.93215 9.60361 14.10748 -0.38 -0.64 1.40
H 6.09441 8.43248 15.33201 -0.46 -0.15 -0.20
H 7.82883 8.32770 14.88753 0.06 -0.44 0.22
H 5.64341 11.04801 16.25045 -0.49 -0.56 -0.04
H 6.95348 11.62661 15.22331 0.10 -0.15 0.93
H 7.10960 11.14908 18.27126 0.05 0.59 -0.55
H 6.28241 12.56207 17.61476 0.35 0.70 0.13
H 8.42129 13.04244 16.44484 0.18 -0.65 0.14
H 8.58368 12.99280 19.36151 0.17 -0.14 0.22
H 8.02652 14.26426 18.26428 -0.62 -0.05 0.40
H 9.87714 15.12088 18.88936 0.41 -0.26 -0.42
H 10.20832 14.52163 17.21517 -0.09 0.08 -0.08
H 13.29345 13.55135 18.62934 -0.40 -0.31 0.10
H 12.60220 15.19137 18.61612 -0.74 -0.87 0.51
H 12.34243 14.18821 17.24718 0.60 -0.15 -0.14
C 15.84299 13.38718 16.71615 -0.15 0.11 -0.40
O 15.34669 12.15581 17.14064 -0.64 -0.75 0.06
C 14.54817 11.49552 16.15661 0.17 -0.92 -0.32
C 13.95817 10.22105 16.78630 -0.20 -0.27 -0.49
N 12.74722 9.76417 16.07612 0.80 -0.31 -0.64
C 13.13890 8.77962 14.99570 -0.53 1.38 0.71
C 11.96409 8.52347 14.06240 0.53 -0.77 -0.76
O 11.68551 9.72301 13.41452 0.37 0.85 -0.01
C 10.60187 9.81253 12.49919 -1.12 1.94 1.07
H 16.70516 13.27330 16.05368 -0.13 0.04 -0.35
H 16.16120 14.00088 17.53775 0.21 -0.08 0.80
H 15.02121 13.92435 16.26930 -0.10 0.50 -0.71
H 13.66524 12.03835 15.76497 0.54 0.57 0.47
H 15.16377 11.24447 15.24643 -0.32 0.21 0.74
H 14.63315 9.37631 16.74438 0.89 -0.02 0.23
H 13.73533 10.37128 17.84129 -0.10 0.39 -0.01
H 12.17656 9.31974 16.77195 -0.68 -0.34 0.10
H 13.96420 9.25486 14.50893 0.22 0.64 -1.02
H 13.66400 7.91813 15.37744 -0.50 -0.99 0.53
H 12.14279 7.71352 13.30355 0.29 0.47 0.56
H 11.13805 8.15755 14.65331 -0.72 0.01 0.39
H 10.69487 9.21921 11.64086 0.29 -1.56 -1.05
H 10.62027 10.86775 12.08557 -0.18 -1.09 0.89
H 9.61075 9.66651 13.02638 1.02 0.12 -0.67
```
Positions in Å, forces in eV/Å.